{
  "formula": "C11H9NNdO4S",
  "method": "ωB97M-V/def2-TZVPD",
  "species": ["C", "S", "C", "H", "H", "O", "H", "H", "H", "C", "H", "H", "O", "C", "C", "Nd", "H", "N", "C", "C", "C", "H", "C", "O", "C", "C", "O"],
  "positions_angstrom": [[-0.030, -1.048, -3.726], [-0.261, -3.269, 1.821], [-1.131, -1.112, 5.019], [2.209, -0.540, 5.102], [0.127, -0.059, 6.379], [-2.829, 1.211, 0.427], [0.921, -0.506, -3.840], [-2.097, -2.309, 3.633], [-0.968, -0.476, -3.777], [0.136, 1.401, -0.392], [-2.075, -0.870, 5.486], [-0.985, -2.884, -3.254], [3.007, 1.720, 0.532], [0.088, -0.670, 5.481], [-1.939, 0.579, 0.811], [0.248, -0.584, 1.249], [0.898, -2.914, -3.320], [-1.184, -1.945, 3.933], [-0.061, 1.588, 2.529], [2.210, 0.967, 0.894], [1.207, -1.802, 3.664], [2.117, -2.147, 3.162], [-0.035, -2.355, 3.256], [-0.172, 2.634, 3.008], [1.260, -0.969, 4.790], [-0.040, -2.353, -3.419], [0.149, 2.429, -0.923]],
  "forces_ev_per_a": [[0.0, 0.3, 0.9], [0.3, 1.0, -0.3], [0.1, -1.0, -0.4], [-0.1, -0.2, 0.1], [-0.1, 0.0, -0.2], [4.0, -2.9, 1.8], [-0.5, -0.3, -0.3], [0.4, -0.1, 0.1], [0.5, -0.3, -0.3], [0.0, 5.5, -3.4], [-0.1, 0.0, 0.1], [0.4, 0.1, -0.2], [-3.5, -3.4, 1.7], [0.1, 0.5, 0.4], [-5.6, 3.1, -2.0], [0.1, -3.5, -0.7], [-0.5, 0.1, -0.2], [0.9, 0.8, 0.6], [-0.5, 5.7, 3.1], [5.2, 3.9, -1.6], [-0.6, -0.1, -0.1], [-0.2, 0.0, 0.2], [-0.7, 0.0, 0.4], [0.5, -4.6, -2.1], [-0.2, 0.0, -0.1], [0.0, 0.1, 0.4], [-0.1, -4.6, 2.2]],
  "largest_force_ev_per_a": 6.727,
  "total_charge": 3,
  "homo_energy_ha": [-0.6579, -0.6590],
  "mol_weight_da": 395.50,
  "multiplicity": 4,
  "lumo_ev": [-13.6, -13.5],
  "gap_ha": [0.1574, 0.1619]
}

{
  "formula": "C9H11NO3",
  "method": "ωB97M-V/def2-TZVPD",
  "species": ["O", "H", "H", "C", "C", "H", "O", "H", "H", "H", "H", "C", "C", "H", "C", "C", "C", "O", "H", "C", "N", "H", "C", "H"],
  "positions_angstrom": [[2.815, -2.379, 4.238], [0.088, 1.970, 1.518], [3.955, 1.012, 1.514], [-0.665, 1.182, 1.509], [-2.963, 0.404, 1.515], [-4.030, 0.636, 1.532], [2.057, 0.418, 1.579], [0.476, -1.930, 4.906], [-3.260, -1.730, 1.472], [-2.364, 2.486, 1.548], [3.649, -0.495, 0.569], [-2.024, 1.450, 1.525], [1.164, -1.119, 5.118], [3.725, -0.560, 2.358], [3.445, 0.052, 1.497], [-1.166, -1.218, 1.461], [-2.523, -0.927, 1.481], [3.299, -0.393, 5.082], [1.518, -1.555, 1.400], [1.162, -0.518, 1.487], [2.446, -1.301, 4.814], [-0.771, -2.232, 1.429], [-0.218, -0.171, 1.482], [0.895, -0.194, 5.617]],
  "forces_ev_per_a": [[0.1, 0.3, -0.2], [-0.3, -0.1, 0.0], [0.2, -0.2, 0.0], [0.2, -0.6, 0.0], [0.6, -0.2, 0.0], [0.4, -0.1, 0.0], [-1.8, -1.2, -0.4], [0.3, 0.2, 0.2], [0.3, 0.2, 0.0], [0.1, -0.3, 0.0], [-0.2, 0.2, 0.1], [0.0, 0.1, 0.0], [-0.5, 0.2, -0.3], [-0.1, 0.1, 0.1], [1.0, -0.2, 0.1], [0.3, 0.3, -0.1], [-0.2, 0.1, 0.0], [-0.2, -0.3, -0.3], [-0.2, 0.3, 0.1], [1.0, 1.1, 0.7], [0.2, 0.1, -0.1], [-0.4, 0.1, 0.1], [-0.7, 0.3, 0.0], [0.1, -0.3, -0.1]],
  "largest_force_ev_per_a": 2.165,
  "e_above_lowest_ev": 7.354,
  "homo_energy_ha": -0.2354,
  "mol_weight_da": 181.19,
  "multiplicity": 1,
  "lumo_ev": -2.5,
  "gap_ha": 0.1429
}

{
  "formula": "C62H78Cl2CsN7O2P2Si",
  "method": "ωB97M-V/def2-TZVPD",
  "species": ["H", "H", "H", "H", "H", "H", "C", "H", "H", "C", "C", "C", "C", "H", "P", "C", "C", "H", "C", "O", "H", "C", "H", "H", "H", "C", "H", "H", "N", "O", "H", "C", "H", "H", "H", "N", "H", "H", "C", "C", "H", "C", "N", "C", "H", "C", "H", "C", "C", "H", "C", "H", "N", "H", "H", "C", "C", "H", "C", "H", "H", "H", "C", "Cl", "H", "H", "Cl", "C", "H", "N", "N", "C", "H", "C", "H", "C", "H", "H", "C", "H", "C", "Cs", "H", "C", "H", "C", "C", "H", "H", "H", "H", "C", "C", "H", "C", "N", "H", "C", "H", "P", "H", "H", "H", "H", "C", "C", "C", "C", "C", "C", "H", "H", "H", "C", "C", "C", "C", "H", "C", "H", "H", "H", "H", "H", "H", "H", "C", "C", "C", "C", "C", "C", "C", "C", "H", "H", "C", "C", "H", "Si", "H", "H", "C", "H", "H", "H", "C", "H", "C", "C", "H", "H", "H", "C", "H"],
  "positions_angstrom": [[-0.546, 4.184, -5.387], [3.654, -2.648, 0.088], [-0.552, 5.166, -3.923], [-2.246, 4.215, 4.282], [-6.769, 3.032, -1.245], [0.952, 3.145, -3.699], [3.171, 2.837, 3.392], [-1.448, 5.371, 6.413], [6.674, -4.368, -2.384], [4.909, -3.621, -3.394], [5.391, -3.439, -0.905], [-2.703, 0.962, 6.803], [3.452, 2.722, 4.884], [0.914, 4.819, 7.100], [1.393, -2.763, -1.835], [-0.470, 3.174, -2.079], [-3.567, -0.788, -5.357], [-1.118, -3.157, 5.896], [1.643, -2.490, -4.751], [-2.413, -1.349, 2.449], [-3.272, -2.295, 0.216], [-3.853, 1.037, -3.846], [-3.729, -1.250, -6.326], [4.076, -1.806, -1.388], [-2.108, 3.470, -0.780], [-0.130, 3.090, -3.560], [4.526, 2.688, 5.082], [0.344, -1.181, -5.860], [2.039, -1.181, 3.266], [3.980, -2.370, 2.737], [3.296, 4.845, 5.259], [4.359, 1.629, -0.099], [6.371, 1.209, 0.544], [-6.001, -1.047, -0.076], [2.667, -2.861, -4.846], [-0.563, -2.149, 3.490], [-3.697, -0.424, 0.600], [0.834, 5.913, 5.716], [3.013, -3.696, -1.693], [-2.029, -4.553, -3.122], [-4.125, -2.554, -1.320], [-3.069, 0.406, -2.877], [1.397, 3.918, 5.311], [-0.869, 4.601, 5.899], [3.465, -0.933, -3.359], [-4.441, 0.351, 0.430], [2.304, -0.072, -2.362], [0.814, -3.068, 6.803], [-1.417, 0.893, 6.292], [-4.714, 0.980, -5.811], [4.920, -0.044, 1.505], [-0.456, 2.120, -3.951], [1.778, 3.106, 3.105], [-2.408, -6.570, -3.767], [-0.102, 4.136, -1.699], [2.194, 0.379, -4.483], [-2.838, -1.452, -4.387], [-4.863, 0.574, 1.418], [-2.776, 3.994, -2.730], [-2.915, 1.565, 7.676], [-2.449, -2.438, -4.615], [1.183, 0.779, -4.398], [-1.673, -5.868, -3.387], [0.239, -3.795, 8.287], [2.120, 0.375, -6.645], [2.724, -4.476, -0.976], [3.319, -2.987, 7.900], [-0.379, -6.289, -3.123], [-0.093, -7.323, -3.286], [2.638, 0.297, 0.899], [-1.080, 0.157, 5.239], [0.302, -2.265, 4.572], [3.450, 1.910, 2.890], [-1.224, 4.569, 4.423], [-3.064, -4.256, -3.270], [1.669, -1.895, 4.400], [3.355, -0.674, -5.958], [-2.633, 5.019, -2.358], [-1.978, 3.061, -1.791], [-2.592, 3.037, -4.663], [2.819, 3.906, 5.591], [0.090, -1.051, 1.162], [-4.094, -1.094, 4.503], [-6.633, 0.952, -0.639], [3.006, 1.800, 5.264], [3.038, 1.250, 0.060], [-3.174, -2.684, -0.796], [6.051, -2.891, -0.230], [1.557, -5.728, -2.438], [-1.102, 3.632, 6.347], [-5.274, 2.913, 0.707], [-2.590, -0.914, -3.113], [-4.861, 2.701, -0.290], [-5.164, -0.382, -1.464], [-2.032, -0.557, 4.642], [-0.330, 3.667, 3.747], [5.293, -4.445, -0.485], [5.322, 0.956, 0.644], [-4.260, 2.016, -3.649], [-2.436, 1.278, -1.365], [4.621, 2.416, -0.793], [-7.437, 0.612, -1.298], [4.044, -5.391, -2.573], [4.590, -2.619, -3.692], [3.168, -1.426, 2.634], [-1.125, -3.612, -2.622], [3.559, -0.334, 1.630], [0.204, -4.049, -2.418], [1.468, -1.770, -3.413], [0.553, -5.381, -2.640], [-1.171, 5.593, 4.014], [2.991, -4.577, -3.700], [5.619, -0.624, 2.090], [2.427, -0.582, -3.320], [2.140, -2.721, 6.634], [-1.654, -1.427, 3.450], [2.559, -2.156, 5.438], [3.790, 3.630, 2.950], [-6.015, 2.241, -1.177], [3.602, -1.905, 5.306], [-0.606, 1.446, 6.758], [2.883, 1.228, -4.427], [-7.085, 1.159, 0.339], [2.946, 3.841, 6.676], [0.457, -1.335, -3.423], [-0.560, 3.340, 2.822], [-5.567, -0.129, -0.480], [-3.699, 0.235, 6.162], [-3.362, -0.526, 5.060], [4.009, -2.800, -0.931], [-0.086, -2.855, 5.770], [-3.781, 1.629, -0.091], [3.697, -4.399, -2.890], [5.996, -3.512, -2.315], [6.603, -2.621, -2.504], [-4.438, 3.642, -0.646], [1.383, -1.527, -5.909], [2.322, -0.326, -5.830], [-5.655, 2.056, -2.190], [-1.638, -1.919, -1.736], [0.975, -3.352, -4.809], [2.257, 1.739, -0.514], [-0.841, 4.191, -4.334], [-3.121, 1.984, 0.713], [-4.721, 0.266, 6.520], [-3.846, 3.800, -2.661], [1.018, 3.563, 4.016], [5.315, -4.090, -4.295], [-2.342, 3.990, -4.197], [0.615, 4.882, 6.049], [0.055, 2.393, -1.525], [-2.897, 4.765, -4.736], [1.507, -2.042, -6.867], [-4.111, 0.458, -5.077], [-3.000, -3.758, -0.690]],
  "forces_ev_per_a": [[0.0, 0.0, 0.0], [0.0, 0.0, 0.0], [0.0, 0.0, 0.0], [0.0, 0.0, 0.0], [0.0, 0.0, 0.0], [0.0, 0.0, 0.0], [0.0, 0.0, 0.1], [0.0, 0.0, 0.0], [0.0, 0.0, 0.0], [0.0, 0.0, 0.0], [0.0, 0.0, 0.0], [0.0, 0.0, 0.0], [0.0, 0.0, 0.0], [0.0, 0.0, 0.0], [0.2, -0.2, -0.1], [0.0, -0.1, 0.0], [0.0, 0.0, -0.1], [0.0, 0.0, 0.0], [0.0, 0.0, 0.0], [-0.2, 0.0, 0.4], [0.0, 0.0, 0.1], [0.0, 0.0, 0.0], [0.0, 0.0, 0.0], [0.0, 0.0, 0.0], [0.0, 0.0, 0.0], [0.0, 0.0, 0.0], [0.0, 0.0, 0.0], [0.0, 0.0, 0.0], [0.2, 0.1, 0.3], [0.1, 0.0, 0.1], [0.0, 0.0, 0.0], [0.0, 0.0, 0.0], [0.0, 0.0, 0.0], [0.0, 0.0, 0.0], [0.0, 0.0, 0.0], [-0.3, -0.3, 0.8], [0.0, 0.0, 0.0], [0.0, 0.0, 0.0], [-0.1, -0.1, 0.0], [0.0, 0.0, 0.0], [-0.1, 0.0, 0.0], [0.1, 0.0, 0.0], [0.0, -0.1, 0.0], [0.0, -0.1, 0.0], [0.0, 0.0, 0.0], [0.0, 0.0, 0.0], [0.0, 0.0, 0.0], [0.0, 0.0, 0.0], [0.0, 0.0, 0.0], [0.0, 0.0, 0.0], [0.0, 0.0, 0.0], [0.0, -0.1, 0.0], [0.0, 0.0, -0.3], [0.0, 0.0, 0.0], [0.0, 0.0, 0.0], [0.0, 0.0, 0.0], [0.0, 0.0, 0.0], [0.0, 0.0, 0.0], [0.0, 0.0, 0.0], [0.0, 0.0, 0.0], [0.0, 0.0, 0.0], [-0.1, 0.1, 0.0], [0.0, 0.0, 0.0], [0.0, 0.0, 0.0], [0.0, 0.0, 0.0], [0.0, 0.0, 0.0], [0.0, 0.0, 0.0], [0.0, -0.1, 0.0], [0.0, 0.0, 0.0], [0.5, 0.3, 0.2], [0.0, 0.0, 0.0], [0.0, 0.0, -0.1], [0.0, 0.0, 0.0], [0.0, 0.1, 0.0], [0.0, 0.0, 0.0], [0.0, -0.1, -0.1], [0.0, 0.0, 0.0], [0.0, 0.0, 0.0], [-0.1, 0.0, 0.1], [0.0, 0.0, 0.0], [0.0, 0.0, 0.0], [-0.1, 0.5, -1.8], [0.0, 0.0, 0.0], [0.0, 0.0, 0.0], [0.0, 0.0, 0.0], [0.0, 0.0, 0.0], [0.1, 0.0, -0.1], [0.0, 0.0, 0.0], [0.0, 0.0, 0.0], [0.0, 0.1, 0.0], [0.0, 0.0, 0.0], [0.0, 0.0, 0.1], [0.0, 0.0, 0.0], [0.0, 0.0, 0.0], [0.0, 0.0, -0.1], [-0.1, -0.1, 0.0], [0.0, 0.0, 0.0], [0.0, 0.0, 0.0], [0.0, 0.1, 0.0], [0.0, -0.1, 0.0], [0.0, 0.0, 0.0], [0.0, 0.0, 0.0], [0.0, 0.0, 0.0], [0.0, 0.0, 0.0], [0.0, 0.1, 0.1], [0.1, 0.1, 0.1], [0.0, -0.2, -0.1], [-0.1, 0.1, 0.0], [-0.1, 0.1, 0.0], [0.0, 0.0, 0.0], [0.0, 0.0, 0.0], [0.0, 0.0, 0.0], [0.0, 0.0, 0.0], [0.1, 0.0, 0.0], [0.0, 0.0, 0.0], [0.0, -0.2, 0.7], [0.0, 0.0, 0.0], [0.0, 0.0, 0.0], [0.0, 0.0, 0.0], [0.0, 0.0, 0.0], [0.0, 0.0, 0.0], [0.0, 0.0, 0.0], [0.0, 0.0, 0.0], [0.0, 0.0, 0.0], [0.0, 0.0, 0.1], [0.0, 0.1, 0.0], [0.0, 0.0, -0.1], [0.0, 0.0, 0.0], [0.0, 0.0, 0.0], [0.0, 0.0, 0.0], [-0.1, 0.0, 0.0], [0.0, 0.0, 0.0], [0.0, 0.0, 0.0], [0.0, 0.0, 0.0], [0.0, 0.0, 0.0], [0.0, 0.0, 0.0], [0.0, 0.0, 0.0], [0.0, 0.0, 0.0], [0.0, 0.0, 0.0], [-0.2, -0.1, -0.3], [0.0, 0.0, 0.0], [0.0, 0.0, 0.0], [0.0, 0.0, 0.0], [0.0, 0.0, 0.0], [0.0, 0.0, 0.0], [0.0, 0.0, 0.0], [0.0, 0.1, 0.1], [0.0, 0.0, 0.0], [0.0, 0.0, 0.0], [0.0, 0.1, 0.0], [0.0, 0.0, 0.0], [0.0, 0.0, 0.0], [0.0, 0.0, 0.0], [0.0, 0.0, 0.0], [0.0, 0.0, 0.0]],
  "largest_force_ev_per_a": 1.927,
  "total_charge": -2,
  "e_above_lowest_ev": 2.047,
  "homo_energy_ha": -0.0299,
  "mol_weight_da": 1247.20,
  "multiplicity": 1,
  "lumo_ev": 3.4,
  "gap_ha": 0.1562
}

{
  "formula": "C5H14N2",
  "method": "ωB97M-V/def2-TZVPD",
  "species": ["H", "H", "C", "N", "C", "H", "H", "H", "H", "H", "H", "H", "H", "H", "H", "C", "N", "H", "C", "C", "H"],
  "positions_angstrom": [[1.168, 0.061, -3.217], [-1.934, -1.113, 0.178], [-0.892, -1.172, 0.579], [0.309, -0.528, -1.349], [-0.409, 1.272, 0.260], [-1.327, 1.507, -0.314], [-1.299, 1.040, 2.268], [0.533, 0.941, 2.354], [0.259, -2.769, -0.531], [0.354, -2.798, 1.224], [1.731, 1.178, -1.832], [0.610, -1.551, -1.424], [0.395, 1.971, 0.029], [1.046, -0.106, 0.482], [0.036, 1.232, -2.527], [-0.335, 1.408, 1.916], [-0.312, -2.602, 0.415], [-0.610, -0.831, 1.605], [0.743, 0.518, -2.264], [0.076, -0.113, 0.000], [-0.144, 2.455, 2.149]],
  "forces_ev_per_a": [[-0.7, 0.5, 1.1], [1.0, 0.1, 0.7], [3.1, -0.7, 0.8], [-0.4, 0.0, -1.8], [1.1, 0.7, 1.9], [0.2, 0.1, 1.0], [0.4, 0.2, 0.7], [0.0, -0.8, -0.2], [-1.8, 0.4, 3.1], [-1.1, 0.4, -1.7], [-2.4, -1.6, -0.9], [-0.1, 3.0, -0.4], [-0.3, 0.1, -0.8], [0.4, -0.6, 0.9], [-1.6, 1.1, -0.2], [-1.5, 1.0, -2.5], [1.4, 0.4, -0.6], [-1.9, -1.4, 0.1], [5.2, -1.5, 0.3], [-0.4, -1.7, -1.5], [-0.7, 0.2, 0.1]],
  "largest_force_ev_per_a": 5.426,
  "e_above_lowest_ev": 3.167,
  "homo_energy_ha": -0.3005,
  "mol_weight_da": 102.18,
  "smiles": "CC[C@@H](CN)NC",
  "multiplicity": 1,
  "lumo_ev": 1.1,
  "gap_ha": 0.3394
}